# 1
C18H20AsCl5GdN3O6S | the ωB97M-V functional and the def2-TZVPD basis

Summary:
Strongest force on any atom (eV/A): 4.03
Charge: 0
Energy relative to the best compared isomer or geometry (same formula, charge and spin) (kJ/mol): 174.6
⟨S²⟩: 15.842
Calculated total energy (eV): -190867.09578
2S+1: 8

Atoms and positions in Å:
Gd -0.0398 -0.5463 -0.1835
C 1.4527 1.6712 -2.4175
C 0.6258 2.5697 -1.5100
N -0.4353 1.8073 -0.8428
C -1.0507 2.5331 0.3052
C 1.2347 2.1625 1.6928
N 1.7001 0.9439 0.9560
C 2.9722 1.1507 0.2267
C 3.0496 0.3281 -1.0514
N 1.7836 0.3859 -1.7892
H 2.3576 2.2057 -2.7288
H 0.8839 1.4480 -3.3213
H 0.1996 3.3891 -2.0953
H 1.2408 3.0409 -0.7476
H -1.1807 1.6568 -1.5169
H -2.0177 2.0701 0.4906
H -1.2364 3.5664 0.0187
H 1.4974 2.0753 2.7478
H 1.8004 3.0078 1.3043
H 1.8549 0.2135 1.6442
H 3.8353 0.9332 0.8597
H 3.0344 2.2077 -0.0234
H 3.2445 -0.7208 -0.8240
H 3.8864 0.7037 -1.6479
H 1.7854 -0.3420 -2.4936
Cl -1.1402 0.0257 2.2565
C -1.0367 1.7335 2.7003
C -0.2831 2.5608 1.6958
C -0.3219 3.9823 2.2262
Cl 0.4326 5.1622 1.1576
C -0.7679 4.3469 3.4660
Cl -0.6545 6.0059 3.9426
C -1.3337 3.4371 4.3882
Cl -1.9050 3.9305 5.9476
C -1.4553 2.1166 3.9434
Cl -2.1829 0.9381 4.9925
O -0.6869 -0.9695 -2.7458
As -2.0193 -1.8561 -1.9416
O -3.2634 -1.8424 -2.9851
O -2.0721 -0.9307 -0.5166
C -1.5628 -3.6742 -1.4932
C -2.5018 -4.5453 -2.0214
C -2.4476 -5.9019 -1.7079
C -1.4710 -6.3916 -0.8639
C -0.5123 -5.5367 -0.3292
C -0.5602 -4.1876 -0.6387
S 0.7490 -3.1946 -0.0161
O 0.2059 -2.3268 1.0710
O 1.8352 -4.0261 0.3605
O 1.0147 -2.2489 -1.1395
H -0.9231 -0.9909 -3.6835
H -3.2710 -4.1472 -2.6690
H -3.1834 -6.5733 -2.1308
H -1.4399 -7.4463 -0.6230
H 0.2798 -5.9109 0.3042

=====

# 2
C2H7N3OS | the ωB97M-V functional and the def2-TZVPD basis

Summary:
Strongest force on any atom (eV/A): 6.24
Structure (SMILES): [H]/N=C(\NO)NSC
Charge: 0
Energy relative to the best compared isomer or geometry (same formula, charge and spin) (kJ/mol): 405.0
Calculated total energy (eV): -19535.64350
2S+1: 1

Atoms and positions in Å:
H -1.4969 -0.5356 -1.6518
N -0.4959 -0.2054 -1.5844
C -0.4038 0.5077 -0.4894
N -1.6356 0.7700 0.1811
O -1.5832 2.2636 0.6711
N 0.7969 0.8308 0.0082
S 2.1639 0.0047 -0.5545
C 1.6098 -1.6071 0.1032
H -2.6078 0.7214 -0.5594
H -1.5113 2.1788 1.7022
H 0.9935 0.9776 1.2044
H 1.4666 -1.6497 1.2474
H 2.2270 -2.5994 -0.0209
H 0.4768 -1.6573 -0.2571

=====

# 3
C4H12AgF2N7O10S2 | the ωB97M-V functional and the def2-TZVPD basis

Summary:
Strongest force on any atom (eV/A): 8.98
Charge: -1
Energy relative to the best compared isomer or geometry (same formula, charge and spin) (kJ/mol): 0.0
⟨S²⟩: 0.759
Calculated total energy (eV): -66354.11692
2S+1: 2

Atoms and positions in Å:
Ag -13.8912 -20.7586 16.4713
C -14.0241 -20.0524 13.8563
O -13.0733 -20.7569 14.2648
O -14.9877 -20.0562 14.6397
O -14.2228 -19.6049 12.7310
N -12.2912 -21.2844 17.8583
S -11.9412 -20.3880 19.2961
O -11.4393 -18.9953 19.1874
O -11.5404 -21.2002 20.4716
F -13.4808 -20.1418 19.6618
S -10.9209 -21.8949 17.7484
O -10.7359 -23.1768 18.4293
O -9.7776 -21.0206 17.5529
F -11.1578 -22.3720 16.2386
C -15.8993 -23.0984 15.9528
O -15.1310 -22.6410 16.7124
N -16.6911 -24.1033 16.2810
N -16.0901 -22.7452 14.7223
H -16.8535 -24.0549 17.2767
H -17.2945 -24.5841 15.6292
H -16.9028 -23.1543 14.2839
H -15.8081 -21.8572 14.3324
C -16.3503 -19.2052 17.9061
O -15.6272 -20.1372 17.9136
N -17.6105 -19.3178 18.2291
N -15.9041 -17.9814 17.7052
H -18.2512 -18.5399 18.1627
H -17.9713 -20.1400 18.6915
H -14.9244 -17.8365 17.5073
H -16.6181 -17.2673 17.7251
C -12.8391 -17.4973 16.1955
O -13.5492 -18.4434 16.4338
N -11.9120 -17.1162 17.0655
N -13.0103 -16.6314 15.2885
H -11.3657 -16.2799 16.9168
H -11.7500 -17.6489 17.9081
H -12.6045 -15.7159 15.4195
H -13.8066 -16.6948 14.6703

=====

# 4
CH8NO2 | the ωB97M-V functional and the def2-TZVPD basis

Summary:
Strongest force on any atom (eV/A): 0.79
Charge: +1
Energy relative to the best compared isomer or geometry (same formula, charge and spin) (kJ/mol): 73.5
Calculated total energy (eV): -6744.56528
2S+1: 1

Atoms and positions in Å:
C -0.7474 -0.3474 1.1658
N -0.3169 0.7846 1.5290
H -0.6211 -1.2216 1.7786
H -1.2676 -0.4218 0.2226
H -0.5628 1.5719 0.9413
H 0.2977 0.9546 2.3192
H 0.2478 0.3903 -1.2924
H -0.5211 1.0260 -2.4852
O -0.6306 0.5590 -1.6522
H 2.2288 -1.3937 -0.6247
H 0.7809 -1.6685 -0.7517
O 1.3788 -0.9480 -0.5060

=====

Repeat the fourth record exactly.
CH8NO2 | the ωB97M-V functional and the def2-TZVPD basis

Summary:
Strongest force on any atom (eV/A): 0.79
Charge: +1
Energy relative to the best compared isomer or geometry (same formula, charge and spin) (kJ/mol): 73.5
Calculated total energy (eV): -6744.56528
2S+1: 1

Atoms and positions in Å:
C -0.7474 -0.3474 1.1658
N -0.3169 0.7846 1.5290
H -0.6211 -1.2216 1.7786
H -1.2676 -0.4218 0.2226
H -0.5628 1.5719 0.9413
H 0.2977 0.9546 2.3192
H 0.2478 0.3903 -1.2924
H -0.5211 1.0260 -2.4852
O -0.6306 0.5590 -1.6522
H 2.2288 -1.3937 -0.6247
H 0.7809 -1.6685 -0.7517
O 1.3788 -0.9480 -0.5060

=====

What is the strongest force on any atom in the second record?
6.24 eV/A

=====

calculated total energy of number 4 (CH8NO2)?
-6744.56528 eV